Version one
Here is a cluster of 2 separate species, C3H4ClNO2 in total from OMol25. Energies are from ωB97M-V with the def2-TZVPD basis set.

CARTESIAN COORDINATES (ANGSTROEM)
O1 -0.560 1.283 0.517
C1 0.269 0.414 0.407
N1 0.096 -0.791 0.913
C2 -1.093 -1.398 1.486
C3 -0.098 -2.165 0.835
O2 0.200 -3.062 0.152
H1 1.235 0.589 -0.057
H2 -2.012 -1.321 0.911
H3 -1.103 -1.471 2.557
Cl1 1.172 3.006 -1.778
H4 -0.096 2.952 -1.217

Properties
- Molecular weight: 121.523 g mol⁻¹
- HOMO level: -0.390 Eh
- Total charge: 0
- Gap between HOMO and LUMO: 0.4013 Eh
- Lowest unoccupied orbital energy: 0.309 eV

Version two
Here is an isolated molecule of C3H4ClNO2 from OMol25. Energies are from ωB97M-V with the def2-TZVPD basis set.

CARTESIAN COORDINATES (ANGSTROEM)
O1 -1.424 -1.444 -0.828
C1 -0.294 -1.554 -0.498
N1 0.424 -0.524 0.088
O2 1.784 -0.888 0.257
C2 0.241 0.895 0.032
C3 -0.861 1.636 0.137
Cl1 -2.479 1.063 0.471
H1 0.309 -2.453 -0.553
H2 1.982 -0.836 1.207
H3 1.188 1.398 -0.177
H4 -0.871 2.707 -0.135

Properties
- Molecular weight: 121.523 g mol⁻¹
- HOMO level: -0.335 Eh
- Total charge: 0
- Gap between HOMO and LUMO: 0.3557 Eh
- Lowest unoccupied orbital energy: 0.570 eV

Q: Which of them is the most stable? A: version one.

Version one
Here is the ion C3H6N3O with charge +1 from OMol25. Energies are from ωB97M-V with the def2-TZVPD basis set.

CARTESIAN COORDINATES (ANGSTROEM)
N1 -1.680 -0.729 0.113
C1 -0.509 -0.252 0.440
N2 -0.112 0.902 -0.049
C2 1.226 1.284 0.197
N3 2.207 0.518 0.211
C3 2.284 -0.761 -0.198
O1 1.590 -1.685 0.148
H1 -2.419 -0.513 -0.561
H2 -1.940 -1.605 0.571
H3 0.117 -0.772 1.299
H4 -0.611 1.656 -0.435
H5 1.524 2.284 0.577
H6 2.880 -0.831 -1.126

Properties
- Molecular weight: 100.101 g mol⁻¹
- HOMO level: -0.532 Eh
- Total charge: +1
- Gap between HOMO and LUMO: 0.3664 Eh
- Lowest unoccupied orbital energy: -4.503 eV

Version two
Here is a cluster of 2 separate species, C3H6N3O in total from OMol25. Energies are from ωB97M-V with the def2-TZVPD basis set.

CARTESIAN COORDINATES (ANGSTROEM)
C1 0.178 -1.821 0.895
C2 -0.093 0.865 -0.169
C3 0.849 -1.221 -0.135
N1 -0.406 -2.165 1.844
N2 -1.276 0.699 0.399
N3 0.497 2.023 -0.385
O1 0.724 -1.633 -1.381
H1 1.779 -0.834 0.085
H2 -1.632 -0.196 0.578
H3 -1.952 1.386 0.613
H4 1.365 2.071 -0.831
H5 0.095 2.781 0.140
H6 -0.128 -1.955 -1.653

Properties
- Molecular weight: 100.101 g mol⁻¹
- HOMO level: -0.540 Eh
- Total charge: +1
- Gap between HOMO and LUMO: 0.3304 Eh
- Lowest unoccupied orbital energy: -5.689 eV

Q: Which of them is the most stable? A: version one.

Version one
Here is a structure of composition C24H35N4O4PdS3Si from OMol25. Energies are from ωB97M-V with the def2-TZVPD basis set.

CARTESIAN COORDINATES (ANGSTROEM)
Pd1 0.174 -0.890 -0.545
O1 -0.741 -0.822 4.087
C1 0.507 -0.607 4.520
C2 0.681 -0.445 5.895
C3 1.940 -0.241 6.411
C4 3.067 -0.188 5.581
C5 2.907 -0.331 4.229
C6 1.629 -0.542 3.665
C7 1.465 -0.668 2.232
O2 0.358 -0.906 1.712
N1 2.633 -0.492 1.468
N2 2.375 -0.406 0.192
C8 3.483 -0.320 -0.546
S1 3.352 0.052 -2.209
C9 5.118 0.403 -2.404
C10 5.871 -0.544 -1.493
S2 5.052 -0.525 0.126
H1 -0.712 -0.993 3.126
H2 -0.193 -0.494 6.531
H3 2.058 -0.126 7.481
H4 4.050 -0.034 6.004
H5 3.760 -0.285 3.567
H6 5.286 1.444 -2.129
H7 5.376 0.257 -3.451
H8 6.905 -0.235 -1.352
H9 5.849 -1.565 -1.872
C11 0.753 -0.424 -4.544
C12 -0.571 -0.108 -3.911
C13 -1.604 0.440 -4.651
C14 -2.818 0.692 -4.021
C15 -2.996 0.369 -2.692
C16 -1.926 -0.221 -2.001
N3 -0.729 -0.390 -2.613
N4 -1.922 -0.641 -0.706
Si1 -3.202 -1.603 0.011
C17 -4.691 -0.561 0.408
C18 -3.671 -2.946 -1.197
C19 -2.556 -2.357 1.587
H10 0.599 -0.932 -5.497
H11 1.338 -1.072 -3.896
H12 1.319 0.488 -4.747
H13 -1.459 0.654 -5.701
H14 -3.634 1.132 -4.582
H15 -3.933 0.541 -2.181
H16 -5.182 -0.187 -0.492
H17 -4.422 0.292 1.036
H18 -5.426 -1.161 0.954
H19 -4.245 -2.543 -2.035
H20 -4.276 -3.722 -0.722
H21 -2.775 -3.418 -1.610
H22 -2.675 -1.683 2.439
H23 -1.499 -2.615 1.504
H24 -3.107 -3.271 1.820
O3 0.198 1.423 -0.378
S3 -0.987 2.210 0.167
C20 -1.427 3.364 -1.165
C21 -1.245 4.782 -0.630
C22 -0.026 4.724 0.287
C23 -0.272 3.523 1.192
H25 -2.428 3.128 -1.518
H26 -0.704 3.121 -1.946
H27 -2.125 5.089 -0.061
H28 -1.122 5.492 -1.448
H29 0.104 5.638 0.865
H30 0.881 4.568 -0.301
H31 -1.007 3.741 1.969
H32 0.616 3.094 1.653
C24 0.530 -3.883 -0.270
O4 0.790 -2.770 -1.063
H33 1.063 -4.764 -0.623
H34 -0.553 -4.066 -0.293
H35 0.776 -3.668 0.778

Properties
- Molecular weight: 674.275 g mol⁻¹
- HOMO level (alpha / beta): -0.373 / -0.365 Eh
- Spin multiplicity: 5
- Total charge: +1
- Gap between HOMO and LUMO (alpha / beta): 0.2691 / 0.1810 Eh
- Lowest unoccupied orbital energy (alpha / beta): -2.831 / -5.014 eV

Version two
Here is a structure of composition C24H35N4O4PdS3Si from OMol25. Energies are from ωB97M-V with the def2-TZVPD basis set.

CARTESIAN COORDINATES (ANGSTROEM)
Pd1 -0.408 -0.626 -0.640
O1 3.749 -2.026 1.166
C1 3.933 -1.015 2.024
C2 5.076 -1.055 2.824
C3 5.320 -0.044 3.723
C4 4.439 1.037 3.858
C5 3.314 1.085 3.077
C6 3.033 0.067 2.142
C7 1.846 0.123 1.311
O2 1.576 -0.751 0.464
N1 1.018 1.226 1.522
N2 0.019 1.288 0.673
C8 -0.834 2.271 0.976
S1 -2.126 2.634 -0.082
C9 -2.985 3.704 1.103
C10 -1.936 4.408 1.939
S2 -0.684 3.186 2.420
H1 2.904 -1.872 0.703
H2 5.747 -1.896 2.716
H3 6.210 -0.089 4.337
H4 4.643 1.821 4.572
H5 2.618 1.907 3.166
H6 -3.630 3.070 1.712
H7 -3.598 4.406 0.542
H8 -2.362 4.823 2.850
H9 -1.446 5.204 1.379
C11 -2.684 0.644 -3.390
C12 -3.322 0.155 -2.124
C13 -4.685 0.164 -1.916
C14 -5.169 -0.272 -0.673
C15 -4.317 -0.699 0.314
C16 -2.930 -0.702 0.049
N3 -2.491 -0.257 -1.159
N4 -1.913 -1.052 0.867
Si1 -1.936 -2.396 1.965
C17 -2.746 -1.918 3.581
C18 -2.834 -3.855 1.212
C19 -0.157 -2.866 2.307
H10 -3.277 0.372 -4.262
H11 -1.683 0.226 -3.497
H12 -2.598 1.734 -3.379
H13 -5.358 0.486 -2.698
H14 -6.236 -0.272 -0.488
H15 -4.685 -1.028 1.276
H16 -3.797 -1.656 3.444
H17 -2.242 -1.057 4.025
H18 -2.708 -2.737 4.303
H19 -3.910 -3.677 1.148
H20 -2.689 -4.764 1.798
H21 -2.480 -4.052 0.196
H22 0.351 -2.117 2.921
H23 0.423 -2.985 1.389
H24 -0.120 -3.815 2.846
O3 0.956 0.027 -2.398
S3 1.359 1.481 -2.582
C20 1.566 1.678 -4.378
C21 3.029 2.024 -4.644
C22 3.834 1.249 -3.604
C23 3.145 1.540 -2.278
H25 0.845 2.402 -4.752
H26 1.310 0.687 -4.757
H27 3.194 3.097 -4.522
H28 3.301 1.770 -5.667
H29 4.881 1.550 -3.579
H30 3.800 0.179 -3.817
H31 3.373 2.542 -1.910
H32 3.328 0.819 -1.481
C24 0.615 -3.164 -2.013
O4 -0.539 -2.489 -1.671
H33 0.411 -4.208 -2.251
H34 1.415 -3.019 -1.282
H35 0.935 -2.655 -2.945

Properties
- Molecular weight: 674.275 g mol⁻¹
- HOMO level (alpha / beta): -0.368 / -0.364 Eh
- Spin multiplicity: 5
- Total charge: +1
- Gap between HOMO and LUMO (alpha / beta): 0.2669 / 0.1809 Eh
- Lowest unoccupied orbital energy (alpha / beta): -2.752 / -4.988 eV

Q: Which of them is the most stable? A: version two.

Version one
Here is a cluster of 2 separate species, C5H8O4 in total from OMol25. Energies are from ωB97M-V with the def2-TZVPD basis set.

CARTESIAN COORDINATES (ANGSTROEM)
O1 -0.802 1.299 -0.392
C1 0.114 0.928 0.299
C2 1.392 0.384 -0.297
O2 2.261 0.047 0.789
C3 3.445 -0.452 0.430
O3 3.815 -0.630 -0.705
H1 0.070 0.960 1.415
H2 1.170 -0.494 -0.919
H3 1.834 1.139 -0.930
H4 4.036 -0.670 1.321
C4 -2.819 0.257 0.056
C5 -2.071 -0.915 -0.392
O4 -3.207 -1.041 0.442
H5 -3.482 0.764 -0.645
H6 -2.431 0.866 0.858
H7 -1.124 -1.166 0.085
H8 -2.202 -1.276 -1.417

Properties
- Molecular weight: 132.115 g mol⁻¹
- HOMO level: -0.367 Eh
- Total charge: 0
- Gap between HOMO and LUMO: 0.3839 Eh
- Lowest unoccupied orbital energy: 0.453 eV

Version two
Here is a structure of composition C5H8O4 from OMol25. Energies are from ωB97M-V with the def2-TZVPD basis set.

CARTESIAN COORDINATES (ANGSTROEM)
C1 -0.894 -1.302 0.200
C2 -0.268 -0.021 -0.379
C3 -0.777 0.113 -1.727
C4 -0.882 0.927 0.468
C5 1.325 -0.377 -0.400
H1 -2.052 -0.757 0.729
H2 -1.459 -2.094 -0.883
H3 -0.005 -2.068 0.832
H4 -1.982 0.519 -1.975
H5 -0.649 -1.051 -1.963
H6 0.077 0.781 -2.387
H7 -0.994 1.252 2.492
H8 1.366 0.219 1.437
O1 -0.144 0.772 1.666
O2 -1.914 1.683 0.269
O3 1.949 -0.337 0.866
O4 1.943 -1.223 -1.208

Properties
- Molecular weight: 132.115 g mol⁻¹
- HOMO level: -0.389 Eh
- Total charge: 0
- Gap between HOMO and LUMO: 0.3695 Eh
- Lowest unoccupied orbital energy: -0.536 eV

Q: Which of them is the most stable? A: version one.

Version one
Here is a cluster of 2 separate species, FH3OSi in total from OMol25. Energies are from ωB97M-V with the def2-TZVPD basis set.

CARTESIAN COORDINATES (ANGSTROEM)
O1 1.363 -0.577 -0.236
F1 -1.158 -0.567 -0.108
Si1 0.228 0.437 -0.062
H1 -0.097 -1.586 0.489
H2 -0.346 1.042 1.177
H3 0.010 1.251 -1.259

Properties
- Molecular weight: 66.107 g mol⁻¹
- HOMO level: -0.403 Eh
- Total charge: 0
- Gap between HOMO and LUMO: 0.3262 Eh
- Lowest unoccupied orbital energy: -2.101 eV

Version two
Here is a cluster of 2 separate species, FH3OSi in total from OMol25. Energies are from ωB97M-V with the def2-TZVPD basis set.

CARTESIAN COORDINATES (ANGSTROEM)
O1 -0.543 0.303 1.095
F1 0.413 0.933 -1.112
Si1 0.229 -0.452 -0.144
H1 -0.996 1.429 0.442
H2 1.626 -0.910 0.353
H3 -0.730 -1.302 -0.633

Properties
- Molecular weight: 66.107 g mol⁻¹
- HOMO level: -0.411 Eh
- Total charge: 0
- Gap between HOMO and LUMO: 0.4110 Eh
- Lowest unoccupied orbital energy: 0.011 eV

Q: Which of them is the most stable? A: version two.

Version one
Here is an isolated molecule of C4H6S2 from OMol25. Energies are from ωB97M-V with the def2-TZVPD basis set.

CARTESIAN COORDINATES (ANGSTROEM)
C1 -1.313 1.092 -0.684
C2 -1.248 0.163 0.276
C3 -0.403 -1.067 0.296
S1 1.201 -0.986 -0.793
C4 2.198 -0.007 0.173
S2 3.771 0.290 -0.103
H1 -0.563 1.224 -1.422
H2 -2.125 1.904 -0.716
H3 -1.989 0.129 1.085
H4 -0.923 -1.780 -0.259
H5 -0.256 -1.492 1.251
H6 1.650 0.530 0.896

Properties
- Molecular weight: 118.226 g mol⁻¹
- HOMO level: -0.318 Eh
- Total charge: 0
- Gap between HOMO and LUMO: 0.3132 Eh
- Lowest unoccupied orbital energy: -0.144 eV

Version two
Here is an isolated molecule of C4H6S2 from OMol25. Energies are from ωB97M-V with the def2-TZVPD basis set.

CARTESIAN COORDINATES (ANGSTROEM)
C1 -0.619 2.137 0.737
C2 0.164 1.098 0.485
S1 0.749 0.712 -1.160
C3 0.510 -1.007 -1.237
C4 -0.033 -1.605 -0.017
S2 0.814 -1.821 -2.637
H1 -0.827 2.849 -0.005
H2 -0.966 2.304 1.759
H3 0.612 0.558 1.304
H4 0.736 -1.455 0.747
H5 -0.967 -1.093 0.195
H6 -0.173 -2.677 -0.171

Properties
- Molecular weight: 118.226 g mol⁻¹
- HOMO level: -0.316 Eh
- Total charge: 0
- Gap between HOMO and LUMO: 0.3143 Eh
- Lowest unoccupied orbital energy: -0.057 eV

Q: Which of them is the most stable? A: version two.